88
Properties=species:S:1:pos:R:3:forces:R:3 method="wB97M-V/def2-TZVPD" e_above_lowest_kcal_mol=0.0 gap_ha=0.3283
C 15.042 10.821 13.878 0.68 -1.00 0.08
C 14.401 9.671 14.717 -2.03 2.06 -0.16
C 15.306 9.282 15.852 0.11 0.52 1.00
C 13.010 10.325 15.322 1.03 -0.91 0.16
C 12.050 9.239 15.814 0.49 1.06 -0.80
C 11.831 8.218 14.695 -0.53 -0.10 1.54
C 13.101 7.525 14.218 -0.46 -1.63 -1.64
C 13.604 6.516 15.320 0.10 0.55 -0.57
C 12.697 6.746 12.861 0.57 -0.36 0.87
N 14.042 8.551 13.821 0.27 1.34 -0.77
O 15.233 8.040 13.176 -0.55 -0.26 1.04
H 15.489 11.619 14.471 -0.35 -0.07 0.43
H 15.903 10.361 13.393 0.05 0.18 -0.41
H 14.394 11.290 13.137 -0.19 -0.36 0.00
H 16.202 8.734 15.561 -0.25 -0.22 -0.10
H 15.640 10.188 16.358 0.19 0.19 -0.11
H 14.734 8.787 16.637 0.22 -0.51 -0.14
H 13.208 10.961 16.185 0.76 -0.05 0.14
H 12.522 11.049 14.669 0.10 -0.48 -0.79
H 12.467 8.881 16.755 -0.15 -0.64 -0.11
H 11.110 9.731 16.067 -0.20 -0.17 0.05
H 11.240 8.690 13.909 0.36 0.09 -0.32
H 11.168 7.471 15.133 -0.03 -0.44 -0.26
H 13.589 7.039 16.276 0.02 -0.26 0.06
H 14.620 6.164 15.139 0.12 0.31 -0.18
H 13.017 5.600 15.399 -0.42 0.23 -0.12
H 13.522 6.167 12.446 0.35 0.15 0.23
H 12.336 7.352 12.030 0.04 0.63 0.35
H 11.926 5.992 13.023 -0.22 0.09 0.47
H 15.198 8.410 12.291 -0.19 0.09 -0.10
C 8.875 11.323 13.589 1.58 2.40 0.28
O 8.380 10.127 13.294 -1.39 -2.79 1.54
C 7.774 10.040 12.089 -0.86 -3.59 -1.86
C 7.160 8.564 11.959 1.09 -0.25 1.33
C 8.214 7.384 12.176 -0.36 2.17 0.15
N 6.498 8.315 10.704 -0.39 -0.10 -0.70
H 9.599 11.592 12.820 0.54 0.42 0.00
H 9.369 11.233 14.557 -0.01 0.38 0.03
H 8.147 12.133 13.563 -0.32 0.13 0.34
H 6.912 10.689 11.934 0.31 0.68 -0.12
H 8.568 10.046 11.342 -0.29 0.80 -0.77
H 6.375 8.472 12.710 0.36 0.17 0.81
H 9.027 7.807 12.767 0.08 -0.23 0.20
H 8.644 7.115 11.211 -0.23 -0.23 -0.02
H 7.790 6.542 12.722 -0.04 -0.02 -0.27
H 5.572 8.715 10.758 -0.19 0.61 -0.30
H 6.258 7.338 10.788 0.12 -0.49 -0.58
C 16.093 11.525 8.556 -0.78 -1.81 -0.36
O 15.690 10.143 8.459 -1.02 -0.07 0.02
C 14.662 9.940 7.498 -0.15 -0.37 -0.42
C 14.174 8.514 7.569 -0.30 -0.01 -0.54
C 13.140 8.131 6.522 1.79 0.90 -1.05
N 13.473 8.279 8.777 0.24 0.04 2.33
H 16.716 11.528 9.451 0.29 0.55 -0.44
H 15.197 12.133 8.681 0.11 0.32 0.08
H 16.552 11.687 7.581 0.56 0.93 0.35
H 13.781 10.573 7.601 0.07 0.54 0.50
H 15.010 10.083 6.475 0.49 0.29 -0.20
H 15.074 7.902 7.517 0.09 -0.40 -0.38
H 13.648 8.358 5.585 -0.35 -0.56 -0.58
H 12.278 8.798 6.547 -0.21 -0.38 0.37
H 12.954 7.064 6.645 -0.46 0.18 -0.32
H 14.180 8.299 9.499 -0.01 -0.01 0.67
H 13.113 7.335 8.789 -0.14 -0.21 0.11
C 10.741 6.492 9.252 -0.91 -0.92 0.93
O 11.923 5.727 9.162 0.84 0.11 -0.56
H 9.925 5.776 9.354 -0.48 0.23 -0.32
H 10.724 7.045 10.191 0.13 0.50 -0.15
H 10.562 7.129 8.385 0.37 -0.07 0.07
H 11.805 4.888 9.615 -0.02 0.12 0.01
C 11.345 10.239 10.701 0.06 -1.38 1.12
O 12.365 10.596 9.857 0.80 2.33 -0.83
H 11.844 9.751 11.539 -0.48 -0.30 0.70
H 10.782 11.074 11.118 -0.12 0.05 -0.60
H 10.772 9.478 10.172 -0.92 0.17 0.37
H 12.714 9.770 9.513 0.55 -0.69 -0.73
C 8.771 13.737 9.839 -0.22 -0.64 -2.07
O 9.347 14.169 10.971 0.49 1.23 3.61
H 7.708 13.965 9.766 0.03 0.24 0.21
H 9.341 14.264 9.074 -0.59 -0.53 -1.15
H 8.887 12.655 9.791 -0.12 -0.32 -0.70
H 10.290 14.049 10.838 0.09 -0.09 -0.05
C 12.326 13.648 11.589 0.22 -1.05 -0.69
O 11.917 13.369 10.214 -0.02 1.28 1.28
H 12.153 14.665 11.940 0.13 0.16 -0.72
H 11.755 13.018 12.271 0.01 -0.23 0.13
H 13.376 13.356 11.618 0.09 0.39 0.60
H 12.292 12.501 10.051 -0.05 -0.61 -0.51


104
Properties=species:S:1:pos:R:3:forces:R:3 method="wB97M-V/def2-TZVPD" gap_ha=0.0953
Al -2.823 -0.170 3.198 -1.29 0.14 -1.00
N -4.608 -1.675 1.822 -0.20 -0.55 -1.96
S -6.140 -2.022 2.078 -1.90 0.78 4.43
O -6.474 -3.402 2.156 0.11 0.04 -1.06
O -7.095 -1.051 1.654 0.21 -0.18 -0.59
F -6.086 -1.679 3.690 0.28 0.09 -0.31
S -4.495 -2.398 0.331 2.78 -0.26 -1.15
O -5.505 -2.069 -0.613 -0.70 0.12 0.49
O -4.033 -3.732 0.456 -0.08 -0.16 0.06
F -3.252 -1.613 -0.248 0.02 0.11 0.60
C -1.145 2.937 2.183 -0.12 -0.26 -0.90
O -0.674 1.856 2.788 0.26 -0.68 -0.52
H -2.047 3.314 2.727 0.17 0.00 0.23
H -0.412 3.738 2.050 -0.09 0.14 0.27
H -1.663 2.631 1.241 0.01 0.26 0.00
N -0.662 0.729 0.082 -1.12 -0.19 -0.22
O 0.415 1.096 0.603 0.49 0.78 0.94
O -1.421 0.057 0.773 -0.30 -0.27 0.31
O -0.939 1.076 -1.060 0.41 0.07 0.31
C 2.287 -1.860 -2.520 0.72 -0.54 -0.85
C 1.061 -2.751 -2.674 -0.70 0.35 0.38
C 1.155 -4.008 -1.816 0.71 0.52 -0.13
O 2.263 -4.752 -2.304 -0.15 0.02 0.34
C 2.463 -5.943 -1.589 -0.14 -0.42 -0.16
N -0.138 -1.988 -2.303 -0.15 -0.34 -0.24
H 2.351 -1.086 -3.288 -0.30 -0.05 -0.09
H 3.183 -2.478 -2.646 0.14 0.20 0.31
H 2.289 -1.330 -1.568 0.01 -0.29 0.22
H 0.933 -3.147 -3.685 0.12 0.44 -0.20
H 0.254 -4.622 -1.873 -0.18 0.23 0.12
H 1.364 -3.673 -0.787 -0.23 -0.36 0.15
H 2.453 -5.811 -0.500 0.32 0.28 -0.02
H 3.410 -6.346 -1.943 0.07 -0.09 0.26
H 1.684 -6.695 -1.778 -0.06 0.14 -0.23
H 0.071 -1.495 -1.440 -0.13 -0.04 0.05
H -0.304 -1.260 -3.003 0.06 -0.23 0.19
C 3.282 2.200 -1.113 0.50 0.87 -0.34
C 3.757 1.059 -0.248 -0.44 -0.76 -0.23
C 5.004 0.373 -0.801 -0.41 -0.63 -0.64
O 5.360 -0.652 0.108 0.52 0.67 0.66
C 6.355 -1.541 -0.343 -0.81 -0.87 -0.21
N 3.942 1.458 1.160 0.86 0.38 -0.96
H 2.343 2.623 -0.758 0.08 0.00 0.24
H 3.133 1.992 -2.176 0.03 -0.59 0.13
H 4.056 2.980 -1.122 -0.20 0.16 0.19
H 2.983 0.287 -0.300 -0.05 0.00 0.40
H 5.821 1.083 -0.992 0.11 -0.07 0.20
H 4.756 -0.144 -1.741 -0.02 0.42 -0.20
H 5.832 -2.350 -0.875 0.30 0.04 -0.30
H 6.813 -2.025 0.519 0.18 0.30 0.09
H 7.104 -1.103 -1.004 0.03 0.22 0.14
H 4.565 0.728 1.500 -0.46 -0.14 0.52
H 4.596 2.246 1.098 -0.29 0.20 0.19
C 5.549 -1.197 4.973 -0.62 -0.77 0.13
C 4.532 -0.500 4.061 -0.29 -0.50 0.97
C 3.845 -1.554 3.218 0.92 -0.65 -0.04
O 2.857 -1.026 2.380 0.25 -0.83 0.40
C 2.449 -2.009 1.465 -1.42 0.47 -0.77
N 3.525 0.190 4.858 -0.26 1.11 0.28
H 5.030 -1.995 5.524 -0.16 0.01 -0.19
H 5.866 -0.547 5.787 0.62 0.22 -0.42
H 6.327 -1.725 4.418 0.40 0.46 0.16
H 5.019 0.255 3.445 -0.01 -0.02 -0.08
H 3.526 -2.357 3.910 -0.88 0.36 0.03
H 4.567 -2.146 2.628 0.30 0.58 -0.21
H 1.529 -1.610 1.020 0.09 -0.04 -0.10
H 2.137 -2.962 1.910 0.39 0.01 0.27
H 3.142 -2.171 0.632 0.35 -0.05 0.31
H 3.953 0.923 5.414 0.08 0.12 -0.26
H 3.012 -0.346 5.548 0.18 -0.67 -0.37
C -6.872 2.952 3.587 0.25 0.20 0.24
C -6.128 1.798 2.923 0.58 -0.07 1.32
C -5.160 2.302 1.880 -0.67 -0.11 -0.13
O -4.499 1.230 1.244 0.10 0.63 -0.13
C -4.266 1.544 -0.133 0.21 -1.40 -0.10
N -5.366 1.035 3.969 -0.02 0.04 -0.29
H -7.450 2.579 4.434 -0.12 -0.01 -0.10
H -7.536 3.512 2.930 0.00 -0.15 -0.14
H -6.144 3.661 3.999 -0.04 0.04 -0.03
H -6.841 1.060 2.560 0.19 0.21 -0.71
H -4.411 2.987 2.305 -0.14 0.09 0.24
H -5.777 2.884 1.186 0.29 -0.04 -0.31
H -3.516 2.330 -0.255 -0.28 0.26 -0.05
H -5.218 1.714 -0.637 0.06 0.52 0.06
H -3.875 0.634 -0.586 0.20 0.11 0.07
H -6.054 0.365 4.304 0.55 -0.36 0.26
H -5.145 1.640 4.756 -0.02 0.08 -0.06
C -1.608 0.963 -6.241 -0.19 -0.60 0.41
C -0.519 1.258 -5.216 -0.22 0.26 0.14
C -0.510 2.764 -4.974 -0.01 0.17 0.26
O -1.809 3.247 -4.698 -0.38 -0.11 -0.13
C -1.828 4.508 -4.055 0.24 -1.14 1.03
N -0.736 0.457 -3.986 -0.27 1.00 -0.75
H -2.580 0.949 -5.738 0.05 0.28 0.08
H -1.522 -0.047 -6.642 0.27 0.18 -0.38
H -1.671 1.746 -6.993 0.16 -0.26 -0.31
H 0.490 1.038 -5.577 -0.11 -0.15 -0.28
H -0.138 3.249 -5.888 0.18 0.09 0.13
H 0.143 3.013 -4.125 0.17 -0.06 -0.14
H -1.803 4.344 -2.964 0.17 0.02 -0.04
H -2.797 4.967 -4.226 0.27 0.42 -0.55
H -0.914 5.054 -4.292 -0.44 0.60 -0.34
H -1.747 0.367 -3.923 0.05 -0.16 0.39
H -0.479 1.081 -3.226 0.00 -0.41 0.30


118
Properties=species:S:1:pos:R:3:forces:R:3 method="wB97M-V/def2-TZVPD" gap_ha=0.2421
C 5.204 -1.269 1.770 -0.42 0.87 -0.56
C 4.574 -0.850 0.803 0.55 0.53 -0.38
C 3.894 -0.194 -0.476 0.29 -0.55 1.06
B 2.359 0.110 -0.046 0.03 0.04 -1.09
O 1.951 1.057 0.941 -1.18 -2.19 -0.71
B 0.646 0.804 1.440 0.03 0.17 0.33
O -0.117 -0.375 1.247 2.65 0.32 -0.94
B 0.659 -1.291 0.437 -0.79 0.40 -0.85
N 0.785 -2.726 0.776 -0.21 1.03 0.11
O 1.333 -0.683 -0.687 0.68 -0.34 3.22
H 5.842 -1.477 2.670 -1.09 0.14 -1.63
H 3.932 -0.915 -1.355 -0.13 0.79 1.29
H 4.420 0.754 -0.800 -0.26 -0.97 0.75
H 0.158 1.640 2.134 0.25 -0.06 -0.03
H 1.307 -2.761 1.668 -0.36 -0.30 -0.56
H -0.123 -3.180 0.924 0.47 0.25 0.18
C -3.696 -1.561 1.349 0.34 -0.31 0.49
O -4.526 -1.803 0.212 -2.40 0.57 2.04
P -5.717 -0.665 -0.225 4.03 1.57 -7.85
O -5.789 -1.154 -1.650 -0.70 -0.62 1.14
O -4.646 0.567 -0.071 -0.69 0.24 0.79
C -3.621 0.727 -1.040 0.48 -0.35 -0.38
O -6.962 0.489 -0.454 -0.32 -1.79 3.18
C -7.942 0.517 0.591 -0.21 0.35 0.15
H -3.608 -2.485 1.923 -0.08 0.06 -0.04
H -2.697 -1.275 1.004 -0.14 0.11 -0.02
H -4.092 -0.779 1.996 0.20 -0.01 0.00
H -3.521 -0.140 -1.697 -0.22 0.04 0.08
H -2.675 0.870 -0.521 0.01 -0.09 -0.20
H -3.830 1.615 -1.641 -0.10 -0.08 0.04
H -7.476 0.817 1.533 -0.19 0.04 0.07
H -8.403 -0.464 0.703 -0.17 -0.01 0.07
H -8.709 1.244 0.329 0.08 -0.02 -0.07
C -1.900 -3.672 -3.423 -0.44 0.47 -0.07
O -1.913 -5.097 -3.407 0.69 0.38 -3.06
P -0.575 -5.968 -4.012 1.85 -3.66 8.20
O -0.925 -7.212 -3.234 -0.61 0.46 -1.32
O 0.476 -5.023 -3.187 0.09 0.24 -1.29
C 0.575 -5.155 -1.775 -0.33 0.31 0.51
O 0.750 -6.717 -4.802 -1.93 2.08 -2.31
C 0.815 -6.467 -6.210 0.33 0.01 -0.16
H -2.874 -3.314 -3.761 0.06 -0.05 0.01
H -1.737 -3.308 -2.404 0.09 -0.08 -0.09
H -1.128 -3.271 -4.079 0.00 0.06 0.17
H -0.241 -5.747 -1.352 0.06 -0.08 -0.21
H 0.542 -4.159 -1.332 0.14 -0.03 -0.04
H 1.531 -5.619 -1.525 -0.06 -0.01 -0.11
H 0.968 -5.401 -6.395 0.08 -0.04 -0.19
H -0.103 -6.799 -6.696 0.01 -0.05 -0.18
H 1.656 -7.022 -6.623 -0.03 -0.01 0.09
C 12.109 -1.826 1.272 0.45 -0.44 -0.20
O 10.730 -1.860 1.631 1.37 0.14 2.92
P 10.090 -0.664 2.669 -5.98 2.89 -6.91
O 8.684 -0.908 2.166 0.62 -0.94 1.03
O 10.805 0.534 1.813 0.74 -0.03 1.24
C 10.320 0.849 0.514 0.08 -0.22 -0.61
O 9.514 0.500 3.793 2.69 -1.88 1.71
C 10.073 0.378 5.106 0.07 0.33 0.20
H 12.513 -2.838 1.329 -0.05 0.06 0.04
H 12.196 -1.480 0.238 -0.06 0.08 0.13
H 12.692 -1.175 1.922 0.01 0.02 -0.17
H 9.634 0.091 0.128 0.00 0.05 0.21
H 11.172 0.918 -0.165 0.01 0.05 0.05
H 9.816 1.816 0.546 0.00 -0.09 0.10
H 11.151 0.557 5.072 0.00 0.05 0.22
H 9.876 -0.615 5.510 -0.02 -0.02 0.19
H 9.611 1.123 5.752 -0.02 -0.01 -0.08
C -5.152 5.061 4.089 -0.41 0.49 -0.07
O -5.185 3.638 4.167 0.79 0.19 -3.06
P -3.842 2.727 3.639 1.65 -3.40 8.25
O -4.230 1.521 4.459 -0.63 0.37 -1.35
O -2.802 3.696 4.453 0.15 0.25 -1.19
C -2.744 3.624 5.871 -0.29 0.26 0.46
O -2.507 1.932 2.921 -1.81 1.99 -2.30
C -2.405 2.121 1.504 0.18 0.22 -0.19
H -6.111 5.415 3.706 0.07 -0.06 -0.01
H -5.013 5.467 5.094 0.10 -0.10 -0.09
H -4.356 5.424 3.439 -0.02 0.07 0.15
H -3.578 3.060 6.295 0.08 -0.05 -0.18
H -2.778 4.640 6.270 0.05 0.00 -0.02
H -1.801 3.160 6.166 -0.07 -0.03 -0.11
H -2.237 3.180 1.282 0.15 -0.04 -0.19
H -3.313 1.782 1.018 -0.03 0.09 0.12
H -1.562 1.543 1.133 -0.28 0.09 0.15
C 7.173 2.863 2.596 0.34 -0.52 0.58
O 6.323 2.704 1.469 -2.20 0.46 2.25
P 5.147 3.865 1.087 4.11 1.56 -8.33
O 5.093 3.392 -0.349 -0.77 -0.67 0.93
O 6.219 5.091 1.266 -0.82 0.16 1.05
C 7.255 5.257 0.310 0.55 -0.23 -0.07
O 3.905 5.013 0.803 -0.53 -1.52 3.35
C 2.890 5.046 1.814 -0.19 0.31 0.09
H 7.242 1.902 3.109 0.04 0.06 -0.05
H 8.173 3.140 2.251 -0.13 0.07 0.00
H 6.808 3.615 3.296 0.14 0.05 -0.08
H 7.357 4.394 -0.351 -0.19 0.05 0.07
H 8.198 5.396 0.844 -0.03 0.05 0.02
H 7.053 6.151 -0.284 -0.10 -0.08 0.05
H 3.322 5.357 2.769 -0.20 0.07 0.07
H 2.429 4.063 1.918 -0.17 -0.02 0.05
H 2.129 5.767 1.519 0.08 -0.01 -0.06
C -8.027 -2.629 -3.503 0.40 -0.33 0.44
O -8.905 -2.857 -4.607 -2.37 0.48 2.16
P -10.129 -1.726 -4.965 3.79 1.83 -8.13
O -10.257 -2.187 -6.396 -0.65 -0.60 1.20
O -9.083 -0.474 -4.830 -0.80 0.11 0.96
C -8.106 -0.268 -5.839 0.58 -0.20 -0.09
O -11.419 -0.605 -5.109 -0.16 -1.77 3.18
C -12.347 -0.631 -4.020 -0.15 0.31 0.07
H -7.902 -3.564 -2.954 -0.05 0.05 -0.05
H -7.050 -2.323 -3.884 -0.16 0.11 0.06
H -8.405 -1.867 -2.823 0.24 0.04 -0.07
H -8.018 -1.121 -6.516 -0.18 0.04 0.08
H -7.140 -0.110 -5.356 -0.04 0.04 0.03
H -8.365 0.627 -6.409 -0.10 -0.08 0.05
H -11.845 -0.337 -3.093 -0.19 0.05 0.09
H -12.773 -1.628 -3.910 -0.18 -0.02 0.08
H -13.147 0.077 -4.228 0.06 -0.02 -0.06


HOMO energy values, unit eV, following the record order: -8.45; -8.42; -9.29.